Here is a molecular structure, C34H40N4O3OsS2Si from the OMol25 dataset. Energies are from ωB97M-V/def2-TZVPD.

Last column: Mulliken charge in e.
Cartesian coordinates (Å):
Os 0.6594 -1.5164 0.1051  1.0764
S 3.8110 -7.2594 -3.4609  0.2473
S -1.1463 -0.5823 -0.5677  -0.5046
Si -1.2067 1.6925 -0.8328  -0.8878
O -0.3923 1.6749 -2.2152  0.0995
O -0.6823 2.6427 0.3404  1.2475
O -2.7927 1.8086 -0.9997  -0.2087
N 4.2855 -5.7285 -3.3640  -0.6261
N 2.3461 -1.9386 -1.0419  -0.2657
N 0.4002 -3.5019 -0.2113  -0.0948
N 2.4821 -7.2021 -2.5605  -0.6259
C -0.7269 -5.5833 -0.0246  -0.8936
C 1.2936 -5.4396 -1.3054  -0.0451
C -0.3590 -1.1072 5.5190  -0.9417
C -0.0020 1.7321 -4.5526  -1.7736
C -0.3286 2.6029 -3.3548  1.6987
C 2.2712 -0.7841 2.2463  0.2452
C 0.2227 -6.1946 -0.8145  -0.5243
C 0.0152 -1.2453 3.1031  0.5567
C -1.3601 -1.5095 2.9507  -0.4002
C 1.3498 -4.0926 -0.9781  0.0049
C -2.1873 -1.5808 4.0429  -1.1822
C 0.5724 4.5209 1.1024  -1.9135
C 1.8832 -0.6973 4.6005  -0.7656
C -0.6107 -4.2285 0.2641  -0.0729
C -1.6720 3.2916 -3.5223  -1.6419
C 0.7748 3.6083 -3.0840  -1.4365
C -3.7112 1.3485 1.1976  -1.4402
C 4.3189 -1.4737 -2.2912  -1.0329
C -3.8795 2.1577 -0.0788  1.8095
C -5.1522 1.7740 -0.8097  -1.7854
C 4.4129 -2.7936 -2.6794  -0.6448
C 3.3976 -5.1046 -2.6073  0.9524
C 0.2218 2.5042 2.5367  -1.4974
C 1.7197 2.3768 0.5130  -1.1497
C 2.3597 -5.9520 -2.1453  0.9554
C 3.2635 -1.0745 -1.4787  0.1845
C 3.4334 -3.7001 -2.2518  0.0025
C 0.4778 3.0030 1.1253  1.4532
C -1.6849 -1.3863 5.3417  -0.6400
C 2.4154 -3.2305 -1.4384  0.2725
C -3.8285 3.6520 0.1890  -1.4460
C 0.5138 -1.0224 4.4117  1.0132
C 2.7500 -0.5801 3.5492  -1.2601
C 0.9474 -1.1346 2.0116  0.5603
H -0.6803 2.9701 2.9345  0.4041
H -4.6674 3.9406 0.8240  0.5238
H 0.8682 4.2951 -3.9263  0.5164
H -5.1609 0.7059 -1.0313  0.3808
H 0.0872 2.3445 -5.4503  0.4266
H 2.9706 -0.6930 1.4221  0.3298
H -1.5634 -6.1366 0.3770  0.4732
H 0.0416 -0.9400 6.5112  0.4354
H -3.9085 4.2061 -0.7474  0.3610
H 0.9438 1.2105 -4.3958  0.3169
H 1.6205 1.2861 0.5032  -0.0137
H -3.7122 0.2797 0.9714  0.2846
H -1.3238 -3.7069 0.8859  0.4795
H 1.8667 2.7240 -0.5099  0.1433
H 5.0459 -0.7400 -2.6086  0.5042
H 1.0565 2.7604 3.1907  0.5125
H -1.8983 3.9282 -2.6625  0.2916
H -2.9031 3.9316 0.6922  0.0307
H -2.3504 -1.4467 6.1919  0.4294
H -0.3538 4.9576 1.4766  0.3812
H -0.7895 0.9957 -4.7140  0.4179
H -1.6510 3.9266 -4.4085  0.5517
H -4.5401 1.5470 1.8786  0.5742
H 3.7914 -0.3386 3.7099  0.4730
H -6.0223 2.0085 -0.1952  0.4357
H -1.7832 -1.6107 1.9618  0.2711
H 0.0868 1.4205 2.5460  0.1496
H 0.5501 4.1979 -2.1946  0.1809
H 3.1464 -0.0453 -1.1648  0.4506
H -2.7823 1.6106 1.7120  0.1312
H -2.4717 2.5602 -3.6378  0.3408
H 2.2344 -0.5343 5.6132  0.4515
H -3.2415 -1.7820 3.9020  0.4755
H 0.1568 -7.2474 -1.0581  0.5863
H 5.2188 -3.1379 -3.3152  0.5766
H -5.2322 2.3262 -1.7459  0.3700
H 2.6007 2.6298 1.1050  0.6233
H 0.7475 4.8879 0.0914  0.3357
H 1.3923 4.8583 1.7375  0.4325
H 1.7335 3.1033 -2.9510  0.2819

The spin multiplicity is 1. The LUMO energy comes out at -7.52 eV. As for the charge: +2. The frontier orbital gap comes out at 6.026 eV.